[1]
18
Properties=species:S:1:pos:R:3:lowdin_charge:R:1 method="wB97M-V/def2-TZVPD" lumo_ev="0.69 / -2.33" multiplicity=2 homo_ev="-10.1323 / -10.1292" total_energy_ev=-11939.2009
O 2.3090 1.7242 -1.2942 -0.010
O 0.6159 -2.3262 1.9394 -0.077
O -3.3475 0.6319 -0.6078 0.075
N 1.1413 -0.4780 -0.1053 0.063
C -0.0452 0.3361 -0.1014 -0.287
C -2.5155 0.3878 0.2157 -0.278
C -1.3343 -0.5043 -0.0295 -0.140
C 2.6748 0.9720 -0.4141 -0.249
H -1.5154 -1.0698 -0.9518 0.126
H 3.4020 0.1783 -0.6129 0.089
H 1.2104 -1.0127 -0.9854 0.103
H -1.2100 -1.2624 0.7538 0.103
H 0.8975 -1.7336 1.2152 -0.026
H -2.6134 0.8115 1.2268 0.128
H -0.1268 1.0609 -0.9194 0.126
H 2.5296 1.2143 0.6537 0.096
H 1.2582 -3.0432 1.9383 0.036
H -0.0083 1.0254 0.7468 0.122

[2]
18
Properties=species:S:1:pos:R:3:lowdin_charge:R:1 method="wB97M-V/def2-TZVPD" lumo_ev="0.66 / -3.35" multiplicity=2 homo_ev="-10.0306 / -9.6364" total_energy_ev=-11939.6651
O -0.3437 -0.7499 -2.9281 0.115
O -1.1401 -0.7908 -0.8780 0.014
O -2.5728 -0.6433 1.6364 -0.094
N 1.1877 0.4550 0.1594 -0.147
C 1.0496 0.1218 -1.2401 -0.104
C -0.2662 -0.5172 -1.7613 -0.636
C 0.7529 -0.7546 0.9375 -0.046
C 0.5234 1.7413 0.4039 -0.051
H 0.0023 -1.5549 0.4553 0.145
H -0.5531 1.5700 0.5276 0.099
H 1.7504 -0.6735 -1.4841 0.141
H 1.0871 2.3023 1.1652 0.095
H -2.8967 -1.6138 1.5885 0.092
H 0.6193 2.4210 -0.5069 0.109
H 0.1910 -0.5009 1.8270 0.075
H -2.3798 -0.5165 0.7174 -0.033
H 1.3383 0.9967 -1.8623 0.140
H 1.6505 -1.2926 1.2428 0.088

[3]
18
Properties=species:S:1:pos:R:3:lowdin_charge:R:1 method="wB97M-V/def2-TZVPD" lumo_ev=-8.74 total_charge=+1 multiplicity=1 homo_ev=-12.1063 total_energy_ev=-11932.4428
O -0.4656 0.4821 -2.3641 0.196
O 1.1416 -0.3918 -1.0616 0.202
O 0.3135 -1.2134 1.4883 0.048
N 1.2483 5.0264 2.2449 0.002
C 0.0053 -0.1142 -1.2826 -0.474
C -0.8416 -1.4571 0.6909 -0.359
C -1.0732 -0.4330 -0.2912 0.368
C -0.6421 -2.8875 0.0163 0.079
H -1.4837 -3.1954 -0.6014 0.104
H 1.9760 4.6396 1.6598 -0.004
H -2.0202 0.0939 -0.3785 0.176
H -0.5888 -3.5099 0.9082 0.117
H 0.9722 4.3257 2.9193 -0.004
H -1.6744 -1.4971 1.3912 0.171
H 1.6074 5.8236 2.7499 0.006
H 1.0732 -0.9275 0.9590 0.108
H 0.2448 0.5127 -3.0295 0.171
H 0.3038 -2.8671 -0.4903 0.093

[4]
18
Properties=species:S:1:pos:R:3:lowdin_charge:R:1 method="wB97M-V/def2-TZVPD" lumo_ev=-3.58 total_charge=+1 multiplicity=1 homo_ev=-14.7896 total_energy_ev=-11936.2585
O -0.8055 -1.8945 1.5527 0.100
O -2.6997 -1.3953 0.4624 0.168
O 2.0994 1.2195 -0.3015 -0.033
N 0.7638 -0.8278 -0.5937 0.223
C -0.9805 0.2912 0.6951 -0.048
C -0.1519 0.3533 -0.5649 -0.218
C -1.6407 -1.0501 0.8850 -0.516
C 0.7736 1.6248 -0.5625 -0.157
H 1.1166 -1.0286 0.3366 0.164
H -1.3021 -2.7207 1.6639 0.145
H 1.5696 -0.7691 -1.2204 0.180
H -0.7331 0.3613 -1.4675 0.161
H -1.7327 1.0653 0.7066 0.151
H 2.6613 1.4715 -1.0221 0.102
H 0.7081 2.1818 -1.4990 0.139
H -0.3633 0.5072 1.5595 0.144
H 0.4430 2.2866 0.2165 0.124
H 0.2738 -1.6764 -0.8466 0.172

[5]
19
Properties=species:S:1:pos:R:3:lowdin_charge:R:1 method="wB97M-V/def2-TZVPD" lumo_ev="0.11 / 0.11" multiplicity=2 homo_ev="-6.8169 / -11.7571" total_energy_ev=-13984.2627
O 0.5720 -0.4280 4.9901 0.071
O -3.1940 -0.4843 4.2048 -0.094
O 1.5572 1.5496 5.0395 0.127
O -0.6452 1.4600 5.2955 0.090
N 0.6190 0.7984 5.0953 -0.407
C -2.4492 -1.0333 3.0655 -0.202
C -3.4482 -0.0686 6.5432 -0.089
C -3.4047 -0.8713 1.9103 -0.075
C -2.7855 -0.7002 5.4146 -0.314
H -4.3650 -0.5603 6.8742 0.077
H -1.8962 -1.3214 5.5626 0.113
H -1.2033 0.6711 5.3867 0.045
H -1.5369 -0.4445 2.9257 0.117
H -3.6768 0.9836 6.3242 0.090
H -3.6701 0.1821 1.7811 0.084
H -2.2077 -2.0810 3.2577 0.125
H -2.7262 -0.1167 7.3604 0.083
H -4.3120 -1.4496 2.0836 0.081
H -2.9395 -1.2214 0.9880 0.079

[6]
21
Properties=species:S:1:pos:R:3:lowdin_charge:R:1 method="wB97M-V/def2-TZVPD" lumo_ev=3.46 total_charge=-1 multiplicity=1 homo_ev=-5.5064 total_energy_ev=-35661.7187
S -1.0323 -1.2338 -0.7141 0.487
S -2.4728 0.2380 1.1169 0.515
O -2.0799 -0.8039 -1.6283 -0.392
O -2.0987 1.5522 1.5996 -0.404
O -0.7834 -2.6580 -0.6683 -0.353
O -3.3695 -0.5270 1.9504 -0.390
N -1.1677 -0.6105 0.7396 -0.354
C 0.4823 -0.5056 -1.3767 -0.232
C 1.3920 0.2639 -0.4151 -0.447
C 1.9323 -0.5823 0.7420 -0.093
C 0.7612 1.5866 0.0699 -0.083
H 1.0323 -1.3069 -1.8631 0.091
H 0.1282 0.1775 -2.1487 0.092
H -0.2621 1.7040 -0.2713 0.056
H 2.1989 -1.5858 0.4120 0.074
H 1.3315 2.4385 -0.3084 0.066
H 2.8478 -0.1184 1.1219 0.069
H 0.7649 1.6494 1.1541 0.071
H 2.2670 0.5313 -1.0152 0.115
H 1.2242 -0.6379 1.5605 0.062
H -3.0963 0.4288 -0.0576 0.051

[7]
17
Properties=species:S:1:pos:R:3:lowdin_charge:R:1 method="wB97M-V/def2-TZVPD" lumo_ev="-0.73 / -0.52" multiplicity=1 homo_ev="-9.2869 / -7.9898" total_energy_ev=-17131.9568
P -3.3188 0.0671 -0.0846 0.840
O -1.8116 -0.5909 0.0811 -0.590
N 0.4388 1.5548 -0.3104 0.167
C -0.7501 -0.2259 0.8247 -0.242
C 0.4840 -0.5466 -1.4782 -0.037
C 1.8135 -0.0245 0.7404 -0.083
C 0.5854 0.2049 -0.1058 -0.649
H -0.0213 0.1836 -2.1198 0.061
H 2.0345 -1.2009 0.7417 0.129
H -0.5184 -1.2064 1.4394 0.163
H 2.5473 0.6510 0.3755 0.051
H 1.6827 0.3556 1.8386 0.111
H -0.1792 1.7603 -1.0304 0.014
H -0.1183 -1.5044 -1.5367 0.089
H 1.5682 -0.8239 -1.8589 0.116
H -3.3670 0.9365 0.9370 -0.201
H -1.0695 0.4097 1.5463 0.062

[8]
17
Properties=species:S:1:pos:R:3:lowdin_charge:R:1 method="wB97M-V/def2-TZVPD" lumo_ev=0.90 multiplicity=1 homo_ev=-8.7882 total_energy_ev=-17135.0866
P 1.1381 1.1496 -1.7144 0.882
O 2.3991 2.0318 -1.1447 -0.442
N 1.1090 -0.0414 -0.1781 -0.306
C 0.4404 -1.2709 -0.4741 -0.337
C -0.9476 0.2047 0.7041 -0.206
C -1.0652 -1.0532 -0.2600 -0.175
C 0.5248 0.3634 1.0784 -0.254
H 3.1862 1.5959 -0.6707 0.096
H 0.2153 2.1443 -1.5243 -0.100
H -1.3126 1.0375 0.1061 0.077
H 0.8914 -0.3607 1.7654 0.099
H -1.5974 -0.0316 1.6444 0.128
H -1.5006 -2.0121 0.0380 0.093
H -1.6324 -0.7402 -1.2134 0.116
H 0.6188 1.4388 1.4399 0.137
H 0.7312 -2.0441 0.1448 0.078
H 0.6348 -1.6950 -1.4908 0.112

[9]
17
Properties=species:S:1:pos:R:3:lowdin_charge:R:1 method="wB97M-V/def2-TZVPD" lumo_ev=-0.09 multiplicity=1 homo_ev=-8.6237 total_energy_ev=-17133.6286
P -2.8227 -0.0720 0.1506 0.802
O -0.5431 -0.6031 1.2824 -0.123
N -2.3676 1.2916 -0.5089 -0.379
C 0.9851 0.2676 -0.2797 -0.111
C 0.3610 -2.1960 -0.3151 -0.060
C 0.3494 -0.7906 0.2262 -0.446
C 0.7464 1.6700 0.3287 -0.092
H 0.8373 1.4545 1.4185 0.077
H -2.2381 -0.7798 -0.8456 -0.142
H -0.7390 0.3578 1.2719 0.024
H 1.5995 2.3344 -0.0740 0.105
H 0.4069 -2.2804 -1.4237 0.082
H -0.5514 -2.8139 -0.0527 0.084
H -3.0402 2.0082 -0.1999 -0.043
H 1.5261 0.1796 -1.1569 0.077
H -0.3159 1.8869 0.1065 0.026
H 1.3052 -2.7132 0.1914 0.119

[10]
17
Properties=species:S:1:pos:R:3:lowdin_charge:R:1 method="wB97M-V/def2-TZVPD" lumo_ev=3.96 total_charge=-1 multiplicity=1 homo_ev=-2.7086 total_energy_ev=-18683.9388
S -1.1733 1.1160 -0.3203 0.218
O 1.5547 -0.8276 0.7112 -0.037
N 1.4544 -0.1034 -1.4687 -0.102
C 1.4765 0.0890 -0.0879 -0.498
C -1.1726 0.2819 2.3515 -0.246
C -1.6902 -0.1335 0.9903 -0.726
C 0.9200 -1.3872 -1.8923 -0.136
H 1.5054 -2.1601 -1.3988 0.068
H -2.7743 -0.2805 1.0229 0.027
H -0.1306 -1.4988 -1.5987 0.061
H 0.9499 0.6807 -1.8569 0.053
H -0.0827 0.3260 2.3341 0.039
H -1.4973 -0.3962 3.1532 0.052
H -1.5394 1.2901 2.5602 0.042
H -1.2477 -1.0825 0.6755 0.019
H 1.7903 1.1129 0.1550 0.101
H 1.0148 -1.4925 -2.9746 0.066

[11]
17
Properties=species:S:1:pos:R:3:lowdin_charge:R:1 method="wB97M-V/def2-TZVPD" lumo_ev=2.92 total_charge=-1 multiplicity=1 homo_ev=-2.4891 total_energy_ev=-18680.8174
S 3.7478 -0.8510 0.1500 -0.292
O 0.1018 2.5595 0.2343 -0.042
N 0.5799 1.3975 0.0270 0.068
C -0.2308 -0.4270 -1.3991 -0.045
C 0.1120 -0.7060 1.0568 -0.069
C -0.3952 0.2475 0.0173 -0.599
C -1.9150 0.6623 0.1055 -0.058
H -2.1941 1.1317 1.0267 0.055
H 1.1026 -0.6481 0.8143 -0.055
H -2.4794 -0.2546 0.0435 0.070
H -0.5779 0.1819 -2.1869 0.054
H -2.1490 1.3258 -0.7084 0.061
H -0.4383 -0.3447 1.9996 0.115
H 0.8374 -0.6039 -1.4915 0.065
H 4.7566 -0.4599 0.9082 -0.517
H -0.6601 -1.4482 -1.4585 0.090
H -0.1983 -1.7629 0.8612 0.098

[12]
17
Properties=species:S:1:pos:R:3:lowdin_charge:R:1 method="wB97M-V/def2-TZVPD" lumo_ev=-3.39 total_charge=+1 multiplicity=1 homo_ev=-14.0502 total_energy_ev=-18675.1719
S -1.1218 -1.1911 -2.3119 0.905
O -0.9508 1.0376 -0.9455 -0.085
N -0.9566 -0.5329 0.5576 0.073
C -0.0652 0.1278 1.5191 -0.121
C 1.2706 0.3794 0.8231 -0.094
C -0.4490 -0.3313 -0.8382 -0.750
C 1.1221 -0.2659 -0.6516 -0.081
H -0.3895 0.9859 1.9338 0.096
H 0.1031 -0.6601 2.3330 0.170
H -1.8976 -0.0588 0.7250 0.225
H -1.0002 -1.5480 0.7219 0.189
H 1.5361 0.2639 -1.5069 0.125
H -0.1918 1.6421 -1.1297 0.130
H 1.4855 -1.2928 -0.6754 0.117
H 2.1304 0.1160 1.3460 0.092
H -1.9071 -0.2143 -2.5552 -0.142
H 1.2818 1.5426 0.6551 0.151

Please write out number 7 again, unchanged.
17
Properties=species:S:1:pos:R:3:lowdin_charge:R:1 method="wB97M-V/def2-TZVPD" lumo_ev="-0.73 / -0.52" multiplicity=1 homo_ev="-9.2869 / -7.9898" total_energy_ev=-17131.9568
P -3.3188 0.0671 -0.0846 0.840
O -1.8116 -0.5909 0.0811 -0.590
N 0.4388 1.5548 -0.3104 0.167
C -0.7501 -0.2259 0.8247 -0.242
C 0.4840 -0.5466 -1.4782 -0.037
C 1.8135 -0.0245 0.7404 -0.083
C 0.5854 0.2049 -0.1058 -0.649
H -0.0213 0.1836 -2.1198 0.061
H 2.0345 -1.2009 0.7417 0.129
H -0.5184 -1.2064 1.4394 0.163
H 2.5473 0.6510 0.3755 0.051
H 1.6827 0.3556 1.8386 0.111
H -0.1792 1.7603 -1.0304 0.014
H -0.1183 -1.5044 -1.5367 0.089
H 1.5682 -0.8239 -1.8589 0.116
H -3.3670 0.9365 0.9370 -0.201
H -1.0695 0.4097 1.5463 0.062

What did the sixth record say?
21
Properties=species:S:1:pos:R:3:lowdin_charge:R:1 method="wB97M-V/def2-TZVPD" lumo_ev=3.46 total_charge=-1 multiplicity=1 homo_ev=-5.5064 total_energy_ev=-35661.7187
S -1.0323 -1.2338 -0.7141 0.487
S -2.4728 0.2380 1.1169 0.515
O -2.0799 -0.8039 -1.6283 -0.392
O -2.0987 1.5522 1.5996 -0.404
O -0.7834 -2.6580 -0.6683 -0.353
O -3.3695 -0.5270 1.9504 -0.390
N -1.1677 -0.6105 0.7396 -0.354
C 0.4823 -0.5056 -1.3767 -0.232
C 1.3920 0.2639 -0.4151 -0.447
C 1.9323 -0.5823 0.7420 -0.093
C 0.7612 1.5866 0.0699 -0.083
H 1.0323 -1.3069 -1.8631 0.091
H 0.1282 0.1775 -2.1487 0.092
H -0.2621 1.7040 -0.2713 0.056
H 2.1989 -1.5858 0.4120 0.074
H 1.3315 2.4385 -0.3084 0.066
H 2.8478 -0.1184 1.1219 0.069
H 0.7649 1.6494 1.1541 0.071
H 2.2670 0.5313 -1.0152 0.115
H 1.2242 -0.6379 1.5605 0.062
H -3.0963 0.4288 -0.0576 0.051